The following is a quantum chemistry calculation of C10H16ClI2NOPSn as an isolated structure in a non-equilibrium geometry, from the OMol25 dataset.

Properties
Total charge: +3
F_max, eV Å⁻¹: 5.5
Kohn-Sham gap (spin up / spin down), eV: 3.95 / 3.80
LUMO (spin up / spin down), eV: -13.7 / -13.8
Energy relative to the best compared isomer or geometry (same formula, charge and spin), kcal per mole: 0.0

Structure (XYZ):
```
33
Properties=species:S:1:pos:R:3:forces:R:3:lowdin_charge:R:1
I -2.15652 -0.79960 -0.03206 -1.458 -0.602 -0.640 0.88
I -2.40294 2.20588 0.07075 -1.276 0.712 -0.507 0.81
Sn 2.33546 0.74063 -0.56669 1.302 0.104 0.885 1.00
P 0.61199 0.59720 -3.01790 -0.192 0.060 -1.698 0.59
C -1.13461 0.56605 -3.55720 -0.429 0.015 0.271 -0.30
C 1.36087 1.93691 -4.05085 -0.018 0.286 0.492 -0.26
H 2.27684 -1.11781 -3.28301 0.070 -0.159 -0.278 0.03
H 1.62176 -0.69103 -4.88464 -0.138 0.025 0.283 0.07
H 0.69474 -1.73133 -3.76181 0.122 0.095 -0.012 0.06
C 1.36238 -0.86628 -3.83362 0.007 -0.260 0.402 -0.27
H 2.30748 2.23235 -3.57237 -0.076 0.066 -0.365 0.03
H 1.56597 1.61946 -5.08635 -0.165 0.049 0.469 0.07
H -1.27268 0.53636 -4.64619 0.213 -0.015 0.252 0.08
H -1.64640 1.45438 -3.16668 0.126 -0.029 -0.185 0.02
H 0.70882 2.82323 -4.05394 0.226 -0.245 -0.019 0.06
H -1.63658 -0.30209 -3.11190 0.143 0.042 -0.247 0.00
C -4.07327 0.49664 -0.42344 -2.927 -1.007 2.602 -0.68
O -5.22269 0.35666 -0.20521 5.220 0.891 -1.645 0.16
Cl 4.14760 0.75203 1.07349 -0.999 -0.037 -0.798 -0.10
N 0.53499 1.22396 2.58910 -1.089 -0.943 -0.481 0.22
C 0.23896 0.01421 3.12655 0.311 0.423 0.245 -0.27
C 1.27929 -0.89726 3.48438 0.376 -0.648 0.324 0.04
C 0.96927 -2.06770 4.16957 1.155 0.926 -0.712 0.01
C -0.35709 -2.35851 4.50983 0.230 -0.762 0.262 0.04
C -1.39467 -1.51021 4.12524 -0.605 1.213 -0.743 0.00
C -1.10552 -0.34331 3.42715 -1.114 -0.489 0.425 -0.04
H 1.45648 1.42799 2.23541 0.374 0.155 0.512 0.05
H -0.22978 1.82820 2.27479 0.498 -0.180 0.514 0.08
H 2.30867 -0.62461 3.21936 -0.341 -0.268 0.256 0.11
H 1.77667 -2.75596 4.43195 -0.321 0.239 -0.004 0.15
H -0.56868 -3.28460 5.04545 -0.023 0.271 -0.062 0.15
H -2.43228 -1.77594 4.35793 0.457 0.205 -0.069 0.15
H -1.92453 0.31408 3.11289 0.343 -0.135 0.268 0.11
```
Positions in Å, forces in eV/Å.